93
Properties=species:S:1:pos:R:3 method="wB97M-V/def2-TZVPD" homo_energy_ev="-6.46 / -6.46" multiplicity=2 fmax_ev_per_a=3.66
Ru 0.054 0.110 0.075
C 6.919 -4.044 1.210
C 5.532 -4.650 1.480
C 5.524 -5.295 2.874
C 5.275 -5.738 0.438
C 4.487 -3.532 1.415
C 3.454 -3.514 0.499
C 2.615 -2.412 0.443
Br 1.221 -2.417 -0.860
C 2.715 -1.264 1.236
O 1.972 -0.197 1.061
C 3.727 -1.336 2.248
C 4.567 -2.439 2.286
C 3.856 -0.211 3.287
C 4.211 1.111 2.586
C 4.945 -0.488 4.324
C 2.514 -0.065 4.030
H 7.689 -4.824 1.238
H 7.173 -3.288 1.956
H 6.942 -3.570 0.225
H 6.254 -6.111 2.919
H 4.535 -5.702 3.101
H 5.779 -4.570 3.650
H 6.062 -6.494 0.499
H 5.279 -5.327 -0.575
H 4.314 -6.234 0.611
H 3.278 -4.337 -0.183
H 5.343 -2.455 3.043
H 5.193 1.044 2.110
H 4.234 1.931 3.315
H 3.466 1.338 1.833
H 5.935 -0.556 3.863
H 4.751 -1.412 4.879
H 4.963 0.336 5.042
H 1.708 0.166 3.334
H 2.582 0.744 4.768
H 2.271 -0.994 4.553
N -0.961 -1.791 -4.082
C -0.385 -0.552 -3.542
C 1.066 -0.275 -3.903
C 1.569 0.984 -3.187
N 1.746 0.744 -1.739
C 0.634 2.175 -3.391
C -0.832 1.856 -3.117
N -1.072 1.635 -1.674
C -1.250 0.635 -3.930
H -0.396 -2.593 -3.820
H -1.010 -1.766 -5.094
H -2.561 -2.017 -3.060
H -0.428 -0.644 -2.470
H 1.173 -0.135 -4.985
H 1.688 -1.125 -3.605
H 2.530 1.253 -3.639
H 2.045 1.600 -1.298
H 2.459 0.042 -1.577
H 0.726 2.522 -4.424
H 0.955 2.997 -2.737
H -1.428 2.705 -3.464
H -1.994 1.214 -1.580
H -1.093 2.522 -1.190
H -1.123 0.859 -4.996
H -2.300 0.412 -3.741
C 1.984 3.167 0.659
C 0.672 3.055 1.331
C 0.085 3.988 2.272
C -1.125 3.484 2.604
C -1.270 2.251 1.862
C -2.412 1.319 1.878
N -0.161 2.031 1.105
H 2.686 3.730 1.273
H 1.879 3.689 -0.298
H 2.382 2.169 0.482
H 0.552 4.895 2.626
H -1.854 3.898 3.285
H -3.250 1.741 2.430
H -2.105 0.380 2.349
H -2.734 1.069 0.866
O -3.980 -1.822 -0.140
S -3.187 -1.212 -1.169
O -3.334 -2.156 -2.433
O -1.717 -1.253 -0.878
O -3.621 0.120 -1.559
C -2.565 -4.426 1.350
N -1.595 -3.353 1.185
C -1.410 -2.383 2.099
N -1.911 -2.616 3.356
O -0.715 -1.369 1.903
H -2.442 -5.122 0.525
H -3.591 -4.051 1.330
H -2.379 -4.964 2.280
H -1.503 -2.991 0.251
H -2.753 -3.158 3.448
H -1.797 -1.857 4.002

=====

123
Properties=species:S:1:pos:R:3 method="wB97M-V/def2-TZVPD" homo_energy_ev=-11.73 e_above_lowest_ev=0.4014 total_charge=+1 fmax_ev_per_a=2.81
C -4.635 2.434 -2.931
C -4.579 1.131 -2.185
O -4.607 0.065 -2.750
O -4.517 1.139 -0.769
C -3.247 1.275 -0.249
O -2.631 0.320 0.128
C -2.779 2.694 -0.160
N -1.400 2.783 0.290
C -0.459 1.984 -0.415
N -0.513 1.939 -1.766
C -0.887 0.643 -2.446
C -0.078 0.347 -3.712
O 0.590 -0.663 -3.747
N -0.207 1.187 -4.824
C 0.640 0.664 -5.922
C 0.236 2.574 -4.573
N 0.435 1.352 0.278
C 0.418 1.338 1.768
C 1.748 1.066 2.432
C 1.499 1.180 3.940
O 2.717 2.034 2.067
P 1.786 0.403 -0.462
N 2.224 1.264 -1.864
O 1.036 -0.971 -0.917
C -0.953 4.107 0.606
F 0.376 4.160 0.725
F -1.469 4.443 1.807
C -1.380 5.239 -0.366
F -2.635 5.623 -0.092
F -1.348 4.839 -1.654
C -0.496 6.524 -0.270
F 0.685 6.339 -0.880
F -0.325 6.913 0.990
F -1.139 7.480 -0.959
H -5.199 2.346 -3.844
H -3.617 2.710 -3.207
H -4.993 3.223 -2.280
H -3.404 3.187 0.581
H -3.020 3.203 -1.091
H -1.140 2.649 -2.113
H -0.892 -0.201 -1.777
H -1.911 0.768 -2.794
H 0.548 1.365 -6.741
H 0.347 -0.329 -6.219
H 1.683 0.707 -5.607
H 0.272 3.121 -5.502
H -0.489 3.076 -3.939
H 1.189 2.611 -4.052
H -0.254 0.532 2.054
H 0.019 2.246 2.188
H 2.104 0.054 2.293
H 0.954 0.289 4.221
H 0.966 2.081 4.210
H 2.465 1.091 4.414
H 3.424 1.569 1.617
H 1.919 2.228 -1.866
H 3.218 1.177 -2.014
H 1.647 -1.374 -1.550
C -3.033 7.096 3.182
Cl -3.936 8.399 2.404
Cl -4.073 6.061 4.168
H -2.575 6.490 2.414
H -2.274 7.531 3.821
C -0.740 -3.993 0.209
Cl 0.040 -2.891 1.345
Cl 0.391 -4.536 -1.042
H -1.105 -4.858 0.749
H -1.562 -3.473 -0.269
C 3.882 -3.785 1.261
Cl 5.269 -4.515 0.452
Cl 4.013 -2.017 1.317
H 2.982 -4.045 0.716
H 3.831 -4.158 2.276
C -1.551 -5.745 -3.957
Cl -3.214 -6.347 -3.927
Cl -0.516 -6.730 -4.994
H -1.557 -4.730 -4.335
H -1.155 -5.768 -2.950
C 5.152 1.687 -6.107
Cl 4.583 3.360 -6.105
Cl 3.901 0.580 -5.515
H 5.410 1.406 -7.120
H 6.019 1.613 -5.462
C -0.192 -9.394 -7.392
Cl 1.476 -9.910 -7.098
Cl -0.723 -9.797 -9.026
H -0.841 -9.887 -6.679
H -0.247 -8.319 -7.271
C -0.819 -1.569 6.271
Cl 0.672 -2.255 5.604
Cl -0.776 0.201 6.286
H -1.653 -1.891 5.658
H -0.939 -1.924 7.289
C 4.094 2.297 7.328
Cl 5.146 2.197 5.909
Cl 2.679 1.250 7.166
H 4.657 1.988 8.201
H 3.758 3.320 7.439
C 2.770 8.132 1.920
Cl 3.558 9.629 2.421
Cl 3.063 6.819 3.070
H 1.703 8.306 1.857
H 3.160 7.840 0.952
C -6.533 -4.110 -3.475
Cl -8.169 -4.715 -3.197
Cl -6.324 -3.499 -5.120
H -6.340 -3.302 -2.780
H -5.831 -4.919 -3.316
C -0.903 -2.825 10.458
Cl -1.503 -3.604 8.985
Cl -1.118 -1.069 10.389
H -1.452 -3.211 11.302
H 0.151 -3.045 10.560
C 1.405 -5.636 12.551
Cl -0.313 -5.218 12.625
Cl 2.167 -5.032 11.073
H 1.905 -5.196 13.404
H 1.499 -6.715 12.573
C 2.601 -6.855 -9.227
Cl 0.992 -6.165 -8.968
Cl 3.399 -6.148 -10.635
H 3.205 -6.660 -8.350
H 2.496 -7.922 -9.383

=====

115
Properties=species:S:1:pos:R:3 method="wB97M-V/def2-TZVPD" homo_energy_ev=-10.80 e_above_lowest_ev=0.0000 total_charge=+1 fmax_ev_per_a=3.74
N -1.353 -1.724 -2.833
H -0.422 -1.357 -2.440
H -2.021 -2.021 -2.122
H -1.122 -2.499 -3.457
H -1.707 -0.956 -3.395
N 1.575 1.438 -3.233
H 1.556 2.152 -2.464
H 1.304 0.588 -2.654
H 2.495 1.392 -3.658
H 0.827 1.573 -3.904
N -0.834 3.966 -2.612
H -0.191 3.418 -1.969
H -1.255 3.386 -3.329
H -0.274 4.722 -2.998
H -1.598 4.293 -1.997
O 0.814 -0.644 -1.776
C 0.914 -0.105 -0.490
C 0.407 1.367 -0.334
O 0.996 2.316 -1.181
H 1.973 -0.076 -0.184
H 0.458 -0.830 0.199
H 0.392 1.618 0.735
H -0.676 1.283 -0.572
C -4.030 2.046 -0.611
C -4.006 0.599 -1.077
O -4.780 0.558 -2.270
C -4.896 -0.569 -2.965
O -4.478 -1.625 -2.601
C -5.444 -0.316 -4.381
F -6.285 -1.266 -4.736
F -6.033 0.863 -4.500
F -4.382 -0.342 -5.192
H -3.809 2.249 0.437
H -4.976 2.546 -0.816
H -3.264 2.621 -1.143
H -4.480 -0.050 -0.339
H -2.972 0.285 -1.234
C 2.373 -4.000 0.015
C 1.276 -3.918 -1.037
O 1.051 -5.209 -1.579
C 0.245 -5.293 -2.618
O -0.331 -4.378 -3.143
C 0.058 -6.723 -3.127
F 0.275 -6.767 -4.441
F 0.807 -7.615 -2.505
F -1.232 -7.060 -2.940
H 3.344 -3.673 -0.364
H 2.468 -5.029 0.365
H 2.216 -3.356 0.878
H 1.494 -3.170 -1.799
H 0.370 -3.583 -0.519
C 7.551 -2.908 0.259
C 6.080 -2.990 -0.096
O 5.516 -1.696 -0.305
C 5.725 -1.041 -1.437
O 6.395 -1.498 -2.317
C 4.932 0.256 -1.586
F 5.733 1.188 -2.143
F 3.897 0.083 -2.434
F 4.524 0.761 -0.422
H 8.117 -2.359 -0.494
H 7.999 -3.896 0.129
H 7.605 -2.500 1.264
H 5.586 -3.419 0.777
H 5.826 -3.649 -0.928
C -1.994 3.729 3.297
C -2.115 3.955 1.801
O -2.674 5.275 1.664
C -2.755 5.799 0.479
O -2.471 5.223 -0.543
C -3.183 7.269 0.414
F -2.152 8.013 -0.015
F -4.186 7.399 -0.467
F -3.575 7.723 1.608
H -1.161 4.302 3.701
H -1.950 2.669 3.531
H -2.878 4.150 3.780
H -2.725 3.166 1.359
H -1.156 3.983 1.281
C 2.116 -1.187 2.286
C 0.928 -1.515 3.191
O 0.748 -0.584 4.263
C 0.271 0.629 4.096
O -0.098 1.041 3.039
C 0.255 1.455 5.405
F 1.071 0.941 6.298
F 0.599 2.704 5.132
F -0.985 1.488 5.891
H 2.994 -1.059 2.920
H 2.012 -0.427 1.518
H 2.354 -2.096 1.725
H 1.039 -2.493 3.653
H 0.034 -1.682 2.583
C -1.940 -0.196 2.110
C -1.657 -1.700 2.055
O -2.851 -2.462 1.943
C -3.251 -2.845 0.751
O -2.812 -2.469 -0.292
C -4.268 -3.974 0.775
F -5.383 -3.618 0.149
F -3.791 -5.066 0.203
F -4.581 -4.276 2.042
H -0.989 0.315 2.249
H -2.663 0.036 2.891
H -2.408 0.082 1.162
H -1.194 -1.974 3.004
H -0.972 -1.953 1.247
Cl 4.626 3.224 2.954
C 3.200 2.322 2.411
C 2.236 3.183 1.576
Cl 2.100 4.874 2.066
H 2.774 2.013 3.365
H 3.430 1.417 1.857
H 1.263 2.710 1.715
H 2.446 3.030 0.519

=====

100
Properties=species:S:1:pos:R:3 method="wB97M-V/def2-TZVPD" homo_energy_ev=-10.39 total_charge=+1 fmax_ev_per_a=0.65
C 7.519 -2.189 -0.353
S 7.867 -1.085 -1.728
C 6.699 0.288 -1.445
C 5.799 0.577 -2.656
C 4.469 -0.172 -2.568
F 3.863 -0.124 -3.762
F 4.775 -1.488 -2.304
C 3.515 0.348 -1.432
F 3.765 1.670 -1.331
F 3.911 -0.227 -0.276
C 1.942 0.215 -1.537
F 1.542 0.395 -2.786
F 1.463 1.223 -0.784
C 1.208 -1.042 -0.930
F -0.082 -0.794 -1.082
F 1.483 -1.090 0.359
S 1.545 -2.766 -1.653
F 2.945 -2.772 -0.878
F 2.270 -2.117 -2.925
F 0.189 -2.771 -2.454
F 0.837 -3.417 -0.407
F 1.874 -4.193 -2.212
H 7.849 -1.662 0.548
H 8.099 -3.102 -0.497
H 6.447 -2.399 -0.308
H 7.209 -1.752 -2.695
H 7.333 1.143 -1.194
H 6.137 -0.002 -0.556
H 6.244 0.212 -3.593
H 5.656 1.650 -2.787
C -3.039 -3.090 -2.637
C -4.416 -2.467 -2.704
O -5.230 -2.824 -3.520
C -4.711 -1.375 -1.704
H -2.951 -3.860 -3.400
H -2.281 -2.322 -2.797
H -2.874 -3.530 -1.651
H -4.001 -0.554 -1.825
H -4.607 -1.759 -0.688
H -5.723 -1.005 -1.852
C 1.215 -6.065 1.461
C 2.200 -7.200 1.583
O 3.247 -7.069 2.178
C 1.824 -8.497 0.913
H 1.616 -5.188 1.967
H 1.049 -5.835 0.407
H 0.262 -6.342 1.913
H 1.677 -8.335 -0.157
H 0.882 -8.858 1.326
H 2.610 -9.233 1.067
C 1.347 -1.606 -5.910
C 0.785 -0.898 -7.123
O 1.445 -0.090 -7.732
C -0.627 -1.248 -7.521
H 2.362 -1.263 -5.731
H 0.723 -1.394 -5.039
H 1.345 -2.686 -6.068
H -1.314 -1.029 -6.701
H -0.701 -2.314 -7.739
H -0.914 -0.675 -8.399
C 0.305 2.934 1.567
C -0.651 3.634 2.506
O -0.259 4.413 3.342
C -2.118 3.331 2.326
H 1.325 3.242 1.792
H 0.214 1.852 1.681
H 0.063 3.188 0.534
H -2.299 2.262 2.460
H -2.438 3.605 1.319
H -2.702 3.893 3.051
C -3.476 8.242 2.525
C -2.967 7.174 1.593
O -3.707 6.523 0.889
C -1.476 6.938 1.582
H -4.558 8.318 2.446
H -3.198 8.001 3.552
H -3.033 9.207 2.280
H -1.131 6.637 2.572
H -0.945 7.850 1.301
H -1.244 6.152 0.866
C -5.514 11.309 5.449
C -5.007 11.875 4.145
O -4.346 11.212 3.379
C -5.369 13.309 3.845
H -5.193 10.275 5.552
H -5.132 11.897 6.285
H -6.603 11.358 5.479
H -4.982 13.964 4.628
H -6.454 13.424 3.823
H -4.951 13.602 2.885
C -0.751 -9.493 4.648
C -1.517 -8.927 3.479
O -1.024 -8.103 2.738
C -2.921 -9.434 3.275
H 0.242 -9.053 4.690
H -1.283 -9.284 5.578
H -0.670 -10.577 4.550
H -3.525 -9.224 4.160
H -2.909 -10.516 3.132
H -3.366 -8.956 2.406

=====

What did we get for energy? Answer: -134533.7432 -403471.1549 -136934.1377 -101167.7552 eV, in the order shown.